ORCA calculation (ωB97M-V/def2-TZVPD) on C36H46Br42FNO5S as an isolated structure in a non-equilibrium geometry.

Computed properties:
- DFT total energy: -110436.3889 Eh
- HOMO energy: -8.59 eV
- Molecular weight: 3979.8 g mol⁻¹

Structure (ORCA input):
```
! RIJCOSX wB97M-V def2-TZVPD def2/J DEFGRID3
* xyz 0 1
H 2.35 1.58 1.31
H 3.82 -5.27 10.30
C 3.31 -4.12 5.91
Br 6.07 -1.13 4.77
Br -0.89 -1.43 -10.30
Br 7.62 -0.46 -8.02
Br 9.70 -3.28 -11.17
H -1.46 -0.56 2.59
Br -6.04 3.37 5.92
Br -4.08 -1.25 -5.87
Br 3.12 -5.67 7.06
C 1.53 2.13 1.89
Br 0.76 1.21 -11.12
C 3.89 -4.21 10.55
C -2.84 -4.02 3.81
H 8.08 -1.49 -10.62
H 3.19 0.60 3.46
Br 6.07 -1.82 -5.56
C -3.72 -3.04 0.98
O -2.24 -3.17 -1.65
H 3.91 1.23 6.11
Br 6.67 5.62 5.34
C 3.36 3.76 2.93
Br -5.96 0.41 4.67
Br 2.10 -3.48 10.38
H -4.93 3.24 1.96
C -7.05 1.76 5.54
H -4.65 -3.37 -0.78
H 1.80 -0.69 0.38
H -3.34 -0.02 -1.22
H -4.06 1.98 -0.03
C 1.00 -0.82 1.21
C 2.80 1.43 4.17
C -0.94 0.98 -0.96
H 7.15 -1.44 2.55
Br -4.01 1.17 -10.13
C -4.21 1.38 0.95
Br 4.54 -4.11 12.38
O 0.09 1.23 -0.01
Br 4.77 -1.40 1.85
H 1.19 3.11 1.37
Br 3.18 0.84 -4.53
H 3.33 4.50 3.80
O 0.32 -3.00 0.18
H -3.62 -1.88 4.58
C 0.29 -2.24 1.19
Br 6.79 1.02 2.49
H -2.54 -4.39 4.85
Br 4.52 0.21 -7.51
H 1.40 3.21 3.84
H 6.50 0.57 -6.05
O 0.41 1.30 2.30
F -0.39 -2.80 2.34
Br 5.14 4.23 7.79
S -2.67 1.47 1.97
Br 8.69 -0.79 -12.93
C -3.02 -2.25 -1.27
H -3.15 -0.68 -2.93
C 0.00 -0.47 -11.73
Br -3.16 5.51 -10.99
C -4.97 5.04 -11.51
Br 3.77 -0.67 -1.75
C -1.16 -0.37 -1.79
H 4.41 3.31 2.86
C -0.05 0.44 1.20
Br 5.12 -3.40 9.30
C 5.27 5.80 6.66
C -3.47 -2.61 3.70
O -1.73 1.94 -1.21
C 3.96 1.94 5.20
H -6.36 2.18 1.24
C -2.74 -0.77 -1.85
Br -6.71 0.56 -5.47
H -2.94 -5.14 0.22
H 0.08 5.21 8.29
H -5.44 1.72 2.86
H -0.88 -0.13 -2.89
H 5.00 1.96 4.71
H -4.56 0.32 0.67
C -0.07 4.22 7.85
H 1.07 0.02 4.40
Br -3.70 -5.20 -5.76
H -2.03 -0.74 0.86
H 0.83 -1.09 -12.06
Br 3.56 6.25 5.85
Br -5.05 4.39 -13.34
C -3.92 -2.15 2.26
H -0.49 -1.25 -1.48
H 3.13 4.32 1.95
H 1.65 0.27 -2.65
H -6.45 -1.92 -5.53
C 8.24 -2.06 -11.53
H -5.29 4.22 -10.86
Br -1.17 -0.21 -13.26
Br -5.17 3.28 -8.00
Br -6.21 6.50 -11.21
C 1.68 0.71 5.11
Br 6.59 -3.00 -11.92
H 5.54 6.63 7.31
H -4.25 0.99 -7.66
H 3.68 3.00 5.56
Br 4.74 -4.34 4.62
Br -3.11 -6.73 -2.99
Br 2.67 2.35 -1.73
H 3.58 -3.28 6.55
H 2.16 -0.01 5.88
H -4.38 -1.09 2.20
Br 1.63 -3.65 5.04
C -2.65 -4.93 2.56
Br -7.93 1.06 7.13
C -5.36 2.18 1.80
C -1.54 0.01 1.58
H 0.99 1.46 5.64
C -4.21 -5.41 -3.90
Br 1.54 3.20 8.20
H -5.23 -5.79 -3.89
H -2.21 -5.97 2.70
Br -4.22 -3.71 -2.96
Br -0.36 4.48 5.95
C -3.08 -4.46 1.13
N -4.16 -2.55 -0.35
H -7.84 2.03 4.84
C -3.93 1.81 -8.31
C 6.32 -0.83 2.87
C 2.68 0.65 -2.66
Br -5.79 -1.50 -3.17
C 2.23 2.63 3.27
H 1.60 -0.77 2.20
Br -2.12 2.28 -7.79
C -5.84 -1.14 -5.07
C 6.21 -0.26 -6.70
Br -1.62 3.45 8.72
*
```